(1)
The following is a DFT calculation (ωB97M-V/def2-TZVPD) of one molecule with the formula C11H13N in a non-equilibrium geometry.

Geometry as XYZ:
```
25
Properties=species:S:1:pos:R:3
C -1.63 -2.13 -1.43
C -0.75 -1.75 -2.41
C 0.30 -0.89 -2.07
C 0.39 -0.44 -0.75
C -0.49 -0.84 0.24
C -1.50 -1.69 -0.09
C -0.09 -0.20 1.52
C -0.68 1.19 1.63
N -0.45 1.94 0.40
C 0.88 1.93 -0.12
C 1.41 0.47 -0.17
C 1.44 0.01 1.32
H -2.44 -2.82 -1.71
H -0.77 -2.19 -3.41
H 1.04 -0.53 -2.83
H -2.24 -2.05 0.62
H -0.31 -0.79 2.41
H -1.72 1.11 1.85
H -0.23 1.67 2.53
H -0.82 2.91 0.49
H 0.83 2.35 -1.14
H 1.60 2.57 0.41
H 2.39 0.41 -0.68
H 1.91 0.73 1.97
H 1.91 -0.96 1.39
```

LUMO = 0.0356 Ha
E = -481.7075 Ha
SMILES = c1ccc2c(c1)[C@@H]1CNC[C@H]2C1
Highest occupied orbital energy = -8.58 eV
Kohn-Sham gap = 9.54 eV

=====

(2)
The following is a DFT calculation (ωB97M-V/def2-TZVPD) of an isolated ion of composition C11H13N2 and charge +1 in a non-equilibrium geometry.

Geometry as XYZ:
```
26
Properties=species:S:1:pos:R:3
C 0.76 0.81 2.72
C 1.98 1.09 2.27
C 2.25 1.75 1.01
C 1.76 1.50 -0.22
C 0.69 0.60 -0.52
C 0.44 -0.53 0.08
N -0.58 -1.38 -0.21
C -1.09 -2.31 0.53
C -2.21 -2.84 -0.10
C -2.43 -2.00 -1.17
N -1.34 -1.20 -1.27
C -0.89 -0.24 -2.20
C -0.33 1.07 -1.59
H 0.54 0.34 3.61
H -0.18 1.19 2.21
H 2.90 0.80 2.82
H 3.03 2.48 0.95
H 2.20 2.00 -1.12
H 1.16 -0.72 0.85
H -0.47 -2.66 1.21
H -2.79 -3.48 0.51
H -3.20 -2.17 -1.98
H -1.80 -0.04 -2.88
H 0.09 -0.61 -2.74
H -1.14 1.70 -1.13
H 0.14 1.51 -2.53
```

LUMO = -0.1435 Ha
E = -536.0931 Ha
SMILES = C=C/C=C\C1=C[n+]2cccn2CC1
Highest occupied orbital energy = -12.00 eV
Kohn-Sham gap = 8.10 eV
Total charge = +1

=====

(3)
The following is a DFT calculation (ωB97M-V/def2-TZVPD) of C11H13N3O9STi as an isolated structure in a non-equilibrium geometry.

Geometry as XYZ:
```
38
Properties=species:S:1:pos:R:3
Ti -0.87 -0.51 -2.55
N -0.24 1.61 -1.96
C -1.42 2.39 -1.62
C -2.61 1.92 -2.48
O -3.58 2.68 -2.59
O -2.47 0.76 -2.99
H 0.53 1.65 -1.31
H 0.13 1.86 -2.87
H -1.30 3.47 -1.74
H -1.68 2.19 -0.58
C 0.40 1.03 5.01
C 0.79 0.59 3.62
C -0.12 0.67 2.57
C 0.21 0.23 1.30
C 1.48 -0.30 1.06
C 2.39 -0.39 2.10
C 2.05 0.06 3.37
S 1.95 -0.80 -0.60
O 2.33 0.43 -1.26
O 3.01 -1.77 -0.37
N 0.67 -1.39 -1.27
C 0.05 -2.53 -0.59
C -1.38 -2.16 -0.15
O -1.94 -2.85 0.71
O -1.86 -1.15 -0.76
H -0.32 1.85 4.98
H 1.27 1.36 5.58
H -0.06 0.21 5.57
H -1.12 1.06 2.75
H -0.52 0.25 0.50
H 3.36 -0.82 1.90
H 2.77 -0.02 4.18
H 0.63 -2.89 0.27
H -0.04 -3.37 -1.29
O -0.85 -1.46 -5.88
N -0.45 -1.52 -4.72
O 0.17 -0.37 -4.17
O -1.36 -1.96 -3.73
```

LUMO (spin up / spin down) = 0.1588 / 0.1588 Ha
E = -2516.1442 Ha
Highest occupied orbital energy (spin up / spin down) = 0.39 / 0.40 eV
Kohn-Sham gap (spin up / spin down) = 3.93 / 3.92 eV
Total charge = -2

=====

(4)
The following is a DFT calculation (ωB97M-V/def2-TZVPD) of C11H13N5SSeSn as an isolated structure in a non-equilibrium geometry.

Geometry as XYZ:
```
32
Properties=species:S:1:pos:R:3
Sn 1.34 2.35 -1.26
C -4.20 -0.52 0.76
C -3.79 0.92 1.05
N -3.23 1.57 -0.13
C -1.97 1.45 -0.47
S -1.52 2.61 -1.89
N -1.15 0.67 0.10
N 0.18 0.66 -0.12
C 0.85 -0.35 0.37
C 0.17 -1.44 1.09
C 2.30 -0.35 0.18
C 3.14 -1.30 0.76
C 4.51 -1.21 0.57
C 5.02 -0.18 -0.21
C 4.13 0.72 -0.78
N 2.81 0.64 -0.59
H -4.72 -0.93 1.62
H -3.32 -1.14 0.57
H -4.86 -0.58 -0.09
H -3.05 0.95 1.85
H -4.66 1.51 1.36
H -3.86 2.11 -0.71
H -0.86 -1.18 1.29
H 0.67 -1.67 2.03
H 0.16 -2.35 0.48
H 2.74 -2.09 1.38
H 5.17 -1.92 1.03
H 6.08 -0.07 -0.38
H 4.47 1.54 -1.41
Se -0.42 1.31 -3.38
C -0.91 -0.35 -2.74
N -1.21 -1.38 -2.36
```

LUMO = -0.3066 Ha
E = -3714.0629 Ha
Highest occupied orbital energy = -15.49 eV
Kohn-Sham gap = 7.15 eV
Total charge = +2

=====

(5)
The following is a DFT calculation (ωB97M-V/def2-TZVPD) of one molecule with the formula C11H13NO in a non-equilibrium geometry.

Geometry as XYZ:
```
26
Properties=species:S:1:pos:R:3
C -1.87 -1.56 0.41
C -0.80 -0.93 0.01
C 0.54 1.82 -0.21
C 2.80 0.92 0.84
C -2.11 1.12 0.65
C -1.72 1.57 -0.80
C -1.59 -0.26 1.12
C 0.04 -0.47 -1.07
C -0.26 1.03 -1.21
C 1.53 -0.61 -0.63
C 2.10 -1.78 0.05
N 1.77 0.60 0.07
O 0.63 2.92 0.22
H -2.66 -2.35 0.29
H 2.75 1.74 1.41
H 3.47 0.22 1.13
H -1.54 1.94 1.14
H -3.25 1.20 0.68
H -2.42 1.21 -1.49
H -1.72 2.63 -0.89
H -1.21 -0.11 2.22
H -0.04 -1.00 -1.94
H -0.05 1.36 -2.15
H 3.03 -2.05 -0.27
H 1.59 -2.75 -0.09
H 2.32 -1.64 1.06
```

LUMO (spin up / spin down) = 0.0084 / 0.0078 Ha
E = -556.6949 Ha
Highest occupied orbital energy (spin up / spin down) = -6.60 / -6.53 eV
Kohn-Sham gap (spin up / spin down) = 6.83 / 6.74 eV

=====

(6)
The following is a DFT calculation (ωB97M-V/def2-TZVPD) of one molecule with the formula C11H13NO2S in a non-equilibrium geometry.

Geometry as XYZ:
```
28
Properties=species:S:1:pos:R:3
C 1.38 -2.59 -0.14
C 1.42 -1.20 0.45
C 1.83 -0.09 -0.19
C 2.15 0.05 -1.67
C 1.83 1.13 0.58
O 1.80 2.26 -0.07
S 0.63 -0.92 2.21
O 1.73 -0.40 3.07
N -0.25 0.46 1.85
C -1.21 0.52 0.93
C -1.82 1.75 0.63
C -2.90 1.76 -0.30
C -3.30 0.54 -0.91
C -2.72 -0.67 -0.55
C -1.65 -0.65 0.30
H 0.48 -3.00 -0.04
H 2.10 -3.16 0.28
H 1.65 -2.75 -1.14
H 3.13 0.50 -1.75
H 1.54 0.68 -2.24
H 1.96 -0.81 -2.12
H 1.94 1.23 1.76
H 1.59 2.94 0.53
H -1.43 2.52 1.23
H -3.37 2.60 -0.57
H -4.08 0.39 -1.61
H -3.17 -1.44 -1.06
H -1.24 -1.63 0.55
```

LUMO (spin up / spin down) = -0.0403 / -0.0405 Ha
E = -1030.1800 Ha
SMILES = CC(/C(C)=C/O)=S(=O)=Nc1ccccc1
Highest occupied orbital energy (spin up / spin down) = -7.13 / -7.13 eV
Kohn-Sham gap (spin up / spin down) = 6.03 / 6.03 eV

=====

Q: Number 6 is which compound?
A: C11H13NO2S